Density functional theory data (ωB97M-V/def2-TZVPD) for a cluster of 2 separate species, C3H9N3O2 in total.

Structure (XYZ):
```
17
Properties=species:S:1:pos:R:3
C -0.913 2.145 0.388
C -1.292 -0.094 1.527
C -0.953 0.653 0.274
N -0.689 -0.012 -0.765
N 1.164 -1.781 -0.909
N 1.726 -0.840 -1.512
O 1.723 -2.822 -0.494
O 3.045 -1.041 -1.707
H -0.216 2.426 1.176
H -0.595 2.602 -0.548
H -1.896 2.531 0.657
H -0.401 -0.162 2.150
H -1.622 -1.101 1.293
H -2.060 0.422 2.095
H 3.254 -1.918 -1.293
H -0.431 0.527 -1.588
H 0.156 -1.534 -0.742
```

## Properties
orbital gap = 9.986 eV
LUMO energy = 0.029 Eh
SMILES string = [O-]/[NH+]=N\O.CC(C)=N
energy relative to the best compared isomer or geometry (same formula, charge and spin) = 532.5 kJ/mol

***

Density functional theory data (ωB97M-V/def2-TZVPD) for a structure of composition C12H24O6Ru.

Structure (XYZ):
```
43
Properties=species:S:1:pos:R:3
Ru 0.091 -0.116 0.253
C -2.015 -0.091 2.202
C -1.318 -1.268 2.825
O -0.089 -1.454 2.086
C 0.240 -2.822 1.764
C 1.504 -2.785 0.972
O 1.225 -2.076 -0.250
C 2.334 -2.000 -1.160
C 2.275 -0.657 -1.836
O 2.067 0.300 -0.782
C 2.338 1.682 -1.080
C 1.786 2.447 0.092
O 0.382 2.152 0.240
C -0.553 2.900 -0.559
C -1.037 2.111 -1.776
O -1.186 0.711 -1.470
C -2.515 0.161 -1.427
C -3.049 0.279 -0.018
O -2.130 -0.460 0.808
H -1.415 0.822 2.308
H -2.987 0.083 2.668
H -1.937 -2.161 2.736
H -1.096 -1.077 3.876
H -0.569 -3.273 1.181
H 0.386 -3.403 2.677
H 1.849 -3.798 0.756
H 2.290 -2.266 1.530
H 2.261 -2.800 -1.899
H 3.271 -2.108 -0.611
H 1.453 -0.598 -2.557
H 3.211 -0.461 -2.364
H 1.868 1.969 -2.024
H 3.416 1.842 -1.155
H 1.949 3.519 -0.021
H 2.258 2.109 1.016
H -0.099 3.829 -0.907
H -1.387 3.152 0.095
H -0.331 2.186 -2.603
H -1.988 2.535 -2.099
H -2.416 -0.890 -1.698
H -3.174 0.659 -2.138
H -4.032 -0.198 0.030
H -3.132 1.315 0.321
```

## Properties
spin multiplicity = 2
orbital gap (spin up / spin down) = 7.488 / 7.504 eV
net charge = +3
LUMO energy (spin up / spin down) = -0.504 / -0.507 Eh

***

Density functional theory data (ωB97M-V/def2-TZVPD) for a structure of composition C19H28IrN9O5S.

Structure (XYZ):
```
63
Properties=species:S:1:pos:R:3
Ir -0.523 -0.083 -0.406
N -2.272 -0.922 -1.361
C -2.973 -1.860 -0.430
C -2.170 -2.155 0.839
O -2.489 -3.082 1.572
N -1.232 -1.235 1.056
C -0.342 -1.270 2.197
C 1.047 -0.712 1.854
O 1.974 -0.878 2.617
O 1.147 -0.001 0.745
H -1.817 -1.513 -2.053
H -2.935 -0.347 -1.863
H -3.923 -1.424 -0.118
H -3.179 -2.801 -0.933
H -0.718 -0.621 3.000
H -0.249 -2.268 2.624
N 5.079 -4.172 1.314
C 4.020 -3.870 0.477
C 4.165 -3.947 -0.911
C 3.099 -3.665 -1.745
C 1.876 -3.319 -1.192
C 1.712 -3.256 0.189
C 2.777 -3.523 1.019
S 0.535 -2.853 -2.207
O -0.685 -3.401 -1.669
O 0.864 -3.080 -3.582
N 0.370 -1.250 -1.925
C 1.151 -0.248 -2.401
N 0.668 0.894 -1.843
C 1.330 2.024 -2.029
C 2.436 2.048 -2.860
C 2.820 0.836 -3.426
N 2.206 -0.320 -3.200
H 6.000 -4.118 0.913
H 5.023 -3.810 2.251
H 5.125 -4.220 -1.334
H 3.206 -3.694 -2.821
H 0.747 -2.996 0.606
H 2.656 -3.448 2.092
H 0.959 2.903 -1.517
H 2.981 2.959 -3.047
H 3.681 0.789 -4.084
C -3.275 4.140 -0.181
N -2.952 2.831 0.369
C -3.630 1.739 -0.288
C -1.743 2.615 0.966
N -1.015 1.553 0.796
N -1.311 3.630 1.790
C -2.252 4.277 2.696
C 0.056 3.603 2.278
H -3.167 4.127 -1.271
H -2.612 4.899 0.221
H -4.306 4.405 0.059
H -4.696 1.966 -0.324
H -3.476 0.822 0.275
H -3.265 1.611 -1.311
H -0.268 1.527 1.483
H -3.273 4.029 2.423
H -2.129 5.361 2.667
H -2.081 3.937 3.722
H 0.750 3.388 1.466
H 0.207 2.864 3.075
H 0.294 4.586 2.682
```

## Properties
orbital gap = 7.717 eV
LUMO energy = 0.000 Eh
energy relative to the best compared isomer or geometry (same formula, charge and spin) = 60.9 kJ/mol